(1)
{
  "formula": "C43H48InN2OP2SSi2",
  "method": "wB97M-V/def2-TZVPD",
  "symbols": ["In", "C", "Si", "C", "C", "N", "P", "C", "P", "N", "Si", "C", "C", "C", "C", "C", "C", "C", "C", "C", "C", "C", "C", "C", "C", "C", "C", "C", "C", "C", "C", "C", "C", "C", "C", "C", "C", "C", "H", "H", "H", "H", "H", "H", "H", "H", "H", "H", "H", "H", "H", "H", "H", "H", "H", "H", "H", "H", "H", "H", "H", "H", "H", "H", "H", "H", "H", "H", "H", "H", "H", "H", "H", "H", "H", "H", "O", "S", "C", "C", "C", "C", "C", "C", "C", "C", "C", "C", "C", "C", "H", "H", "H", "H", "H", "H", "H", "H", "H", "H"],
  "coordinates": [[-0.2066, 0.2858, 0.5052], [-3.3278, 1.5817, 0.2528], [-2.4415, 2.1063, -1.3132], [-2.8267, 3.8870, -1.6889], [-3.0239, 1.0347, -2.7130], [-0.7742, 1.8530, -0.9234], [0.7723, 1.7325, -1.4253], [1.3507, 0.1595, -1.1228], [0.5335, -1.2911, -1.6097], [-0.7127, -1.4801, -0.5348], [-1.8089, -2.7904, -0.1559], [-3.2917, -2.7619, -1.2728], [-0.9774, -4.4537, -0.1949], [-2.3761, -2.4797, 1.5974], [-0.1159, -1.5017, -3.2857], [-0.1943, -0.4647, -4.2050], [-0.7656, -0.6663, -5.4552], [-1.2770, -1.9073, -5.7935], [-1.2207, -2.9509, -4.8766], [-0.6443, -2.7493, -3.6352], [1.7198, -2.6538, -1.3958], [2.1757, -2.9001, -0.0991], [3.0938, -3.9022, 0.1518], [3.5794, -4.6783, -0.8954], [3.1505, -4.4309, -2.1876], [2.2250, -3.4229, -2.4373], [1.1233, 2.4721, -3.0270], [2.1522, 1.9480, -3.8055], [2.4766, 2.5410, -5.0162], [1.7802, 3.6614, -5.4485], [0.7624, 4.1963, -4.6695], [0.4361, 3.6057, -3.4583], [1.6966, 2.7912, -0.2551], [1.1430, 4.0066, 0.1498], [1.8264, 4.8331, 1.0290], [3.0680, 4.4454, 1.5185], [3.6182, 3.2317, 1.1339], [2.9385, 2.4073, 0.2467], [-4.4117, 1.6987, 0.2089], [-2.9617, 2.1599, 1.1069], [-3.1398, 0.5167, 0.4461], [-3.9090, 4.0398, -1.6640], [-2.4863, 4.1771, -2.6848], [-2.3808, 4.5658, -0.9584], [-4.1164, 1.0341, -2.7594], [-2.6883, 0.0032, -2.5813], [-2.6522, 1.3850, -3.6788], [-3.0231, -2.8852, -2.3233], [-3.8250, -1.8125, -1.1781], [-3.9863, -3.5635, -1.0082], [-0.5793, -4.7389, -1.1699], [-1.7083, -5.2144, 0.0939], [-0.1480, -4.4930, 0.5142], [-2.7464, -1.4595, 1.7354], [-1.5486, -2.6403, 2.2946], [-3.1820, -3.1552, 1.8922], [0.1793, 0.5160, -3.9573], [-0.8110, 0.1539, -6.1598], [-1.7236, -2.0647, -6.7665], [-1.6250, -3.9220, -5.1305], [-0.6064, -3.5739, -2.9346], [1.8126, -2.2932, 0.7235], [3.4389, -4.0802, 1.1624], [4.2962, -5.4653, -0.7016], [3.5350, -5.0199, -3.0097], [1.9193, -3.2323, -3.4571], [2.6909, 1.0751, -3.4552], [3.2737, 2.1292, -5.6208], [2.0347, 4.1225, -6.3938], [0.2262, 5.0745, -5.0041], [-0.3551, 4.0270, -2.8506], [0.1697, 4.3038, -0.2234], [1.3956, 5.7813, 1.3249], [3.6075, 5.0923, 2.1988], [4.5858, 2.9296, 1.5142], [3.3625, 1.4637, -0.0740], [-0.5484, 0.2877, 2.5196], [0.4267, -0.4846, 3.4698], [-0.6423, -1.2900, 4.6073], [-0.2709, -2.5570, 5.0294], [-1.0968, -3.2228, 5.9256], [-2.2725, -2.6256, 6.3525], [-2.6347, -1.3588, 5.9017], [-1.8162, -0.6731, 5.0233], [1.1387, 0.7968, 4.4732], [0.9879, 2.1266, 4.1181], [1.5807, 3.0907, 4.9246], [2.3152, 2.7186, 6.0382], [2.4700, 1.3757, 6.3642], [1.8806, 0.4011, 5.5800], [0.6356, -3.0217, 4.6610], [-0.8286, -4.2110, 6.2725], [-2.9214, -3.1535, 7.0383], [-3.5570, -0.9062, 6.2389], [-2.0825, 0.3099, 4.6586], [0.4157, 2.4132, 3.2467], [1.4651, 4.1345, 4.6715], [2.7730, 3.4766, 6.6593], [3.0447, 1.0883, 7.2338], [1.9868, -0.6458, 5.8370]],
  "forces_ev_per_a": [[-0.263, -0.205, -0.714], [0.076, -0.067, 0.111], [0.104, -0.014, 0.028], [-0.083, 0.152, -0.012], [-0.027, -0.075, -0.149], [-0.196, 0.290, 0.305], [0.459, 0.329, 0.003], [-0.130, -0.190, -0.173], [0.330, -0.035, 0.164], [0.040, -0.451, 0.073], [0.073, 0.219, -0.082], [-0.142, -0.011, -0.114], [0.049, -0.169, -0.001], [0.026, 0.062, 0.117], [-0.093, -0.062, -0.060], [0.004, 0.044, 0.002], [-0.003, -0.008, 0.011], [-0.011, -0.012, 0.002], [0.005, 0.027, -0.010], [0.019, 0.023, 0.013], [-0.080, -0.098, 0.079], [-0.038, 0.019, -0.012], [0.033, -0.027, -0.002], [-0.011, 0.024, 0.023], [-0.025, 0.017, -0.006], [0.066, 0.060, -0.058], [-0.119, 0.094, -0.075], [0.109, 0.045, 0.024], [-0.008, -0.006, 0.031], [-0.014, 0.018, -0.011], [0.026, -0.028, -0.002], [-0.044, -0.057, 0.001], [-0.021, 0.061, -0.019], [-0.009, -0.008, -0.017], [0.020, -0.023, -0.012], [-0.031, 0.013, 0.052], [0.021, -0.024, -0.013], [0.007, 0.015, -0.100], [0.004, 0.036, -0.049], [-0.033, -0.027, 0.026], [-0.022, 0.017, 0.024], [0.008, 0.022, -0.011], [-0.028, 0.012, 0.017], [-0.004, 0.005, -0.006], [0.006, 0.001, -0.026], [-0.016, -0.014, 0.003], [0.014, -0.012, -0.002], [-0.018, 0.013, 0.008], [-0.011, -0.004, -0.005], [-0.008, 0.012, -0.005], [0.000, 0.003, 0.017], [0.027, -0.018, 0.005], [-0.006, -0.020, 0.004], [0.005, -0.005, 0.028], [-0.026, 0.018, 0.032], [0.009, -0.032, -0.050], [0.005, -0.049, -0.004], [-0.002, 0.003, 0.002], [0.001, -0.003, 0.000], [0.000, -0.001, -0.002], [0.031, 0.010, -0.004], [-0.021, 0.001, -0.003], [-0.004, -0.002, 0.000], [0.000, 0.001, 0.002], [-0.004, 0.004, -0.003], [-0.042, -0.006, -0.006], [-0.007, -0.010, -0.013], [-0.001, 0.002, -0.002], [-0.002, 0.003, 0.000], [-0.003, 0.000, -0.001], [0.040, -0.017, 0.003], [-0.009, -0.015, 0.003], [0.001, -0.006, 0.003], [-0.004, -0.002, -0.001], [-0.007, 0.004, 0.001], [-0.008, -0.019, 0.026], [0.291, -0.056, 0.806], [-0.159, 0.180, -0.328], [-0.086, -0.015, 0.037], [-0.065, -0.016, 0.029], [0.006, -0.007, -0.014], [-0.007, 0.000, 0.001], [0.000, 0.014, -0.012], [0.046, -0.065, 0.086], [-0.041, 0.085, 0.029], [0.012, -0.026, 0.053], [0.013, -0.015, -0.054], [0.012, -0.002, 0.019], [-0.002, 0.013, 0.016], [-0.006, 0.026, -0.015], [0.001, 0.011, -0.013], [-0.003, -0.001, 0.004], [0.001, 0.005, 0.008], [-0.006, -0.010, 0.001], [0.011, 0.011, -0.013], [-0.002, -0.016, -0.014], [0.005, 0.043, -0.017], [-0.002, 0.001, -0.004], [0.003, 0.004, -0.002], [-0.004, -0.007, -0.009]],
  "energy_ha": -3702.03416,
  "e_above_lowest_ev": 0.2034,
  "orbital_gap_ev": 7.1,
  "e_lumo_ev": -2.84,
  "total_charge": 1,
  "largest_force_ev_per_a": 0.859
}



(2)
{
  "formula": "C2H2N2O5S",
  "method": "wB97M-V/def2-TZVPD",
  "symbols": ["C", "C", "N", "N", "O", "O", "O", "O", "O", "S", "H", "H"],
  "coordinates": [[0.5307, -1.4815, -0.5461], [-1.4019, 0.7975, 1.1817], [0.0362, -2.1520, 0.2744], [-0.1211, 0.9834, 0.9454], [-1.7246, -0.4888, 1.5450], [1.5265, 2.8624, 1.0247], [1.0886, -0.8852, -1.4401], [-2.3156, 1.6341, 1.1639], [0.8907, 1.8278, -1.1989], [0.3226, 2.4092, 0.2895], [-1.0052, -1.0926, 1.2059], [0.9617, 0.8451, -1.1645]],
  "forces_ev_per_a": [[0.476, -0.440, -0.461], [-1.464, -0.081, 0.498], [-0.593, -0.794, 0.932], [1.687, 0.338, -0.617], [0.143, 0.350, -0.204], [0.010, 0.008, -0.113], [0.337, 0.613, -0.643], [-0.327, -0.071, 0.083], [-0.273, 0.608, 0.805], [0.128, -0.628, -0.492], [-0.156, 0.146, 0.134], [0.030, -0.050, 0.078]],
  "energy_ha": -961.37405,
  "e_above_lowest_ev": 0.0690,
  "orbital_gap_ev": 7.2,
  "e_lumo_ev": 6.22,
  "total_charge": -2,
  "largest_force_ev_per_a": 1.828
}



(3)
{
  "formula": "C6H14ClIO3PPm",
  "method": "wB97M-V/def2-TZVPD",
  "symbols": ["C", "C", "H", "H", "H", "O", "I", "Pm", "P", "C", "C", "H", "H", "H", "C", "H", "H", "H", "H", "H", "H", "C", "O", "Cl", "O", "H", "H"],
  "coordinates": [[-4.1375, 2.8931, -3.9421], [-3.8787, 1.8285, -2.9185], [-4.9800, 2.5930, -4.5897], [-3.2340, 3.0409, -4.5385], [-4.3676, 3.8305, -3.4302], [-4.4741, 0.7773, -2.7720], [-2.1993, 2.3505, -1.5860], [-0.2695, 0.1876, 2.1735], [1.4176, -1.0215, 0.5910], [1.6138, -2.7644, 0.7275], [0.9070, -0.6396, -1.0758], [2.9562, 0.8326, 0.7381], [3.6785, -0.6560, 0.0364], [3.4373, -0.5102, 1.8081], [3.0252, -0.2617, 0.8194], [0.7699, 0.4434, -1.2076], [1.6891, -1.0073, -1.7441], [2.3400, -3.0683, -0.0275], [0.6582, -3.2802, 0.5558], [-0.0475, -1.1355, -1.3085], [1.9744, -3.0459, 1.7274], [-0.5881, -1.7551, 2.9934], [-0.8350, -2.8274, 3.4993], [0.3484, 2.1601, 1.1582], [1.5153, 0.3196, 3.7444], [1.2441, 1.1300, 4.1957], [1.4361, -0.4139, 4.3723]],
  "forces_ev_per_a": [[-0.204, -0.121, -0.115], [-2.336, -3.116, -0.165], [0.414, 0.053, 0.391], [-0.062, 0.030, 0.067], [0.057, -0.053, -0.050], [2.103, 3.219, -0.175], [0.099, -0.149, 0.197], [-2.064, 6.522, -0.961], [0.724, -0.036, -0.507], [0.116, -1.150, 0.072], [-0.448, 0.101, -0.537], [0.040, -0.370, -0.077], [0.133, 0.112, 0.094], [-0.045, 0.025, -0.340], [0.447, 0.236, 0.279], [0.125, -0.332, -0.011], [-0.122, 0.044, -0.176], [0.002, -0.361, 0.072], [0.297, 0.074, -0.096], [0.306, 0.097, -0.062], [0.043, 0.050, -0.323], [-2.899, -15.768, 6.497], [1.908, 8.299, -3.837], [1.026, 2.472, -1.157], [-0.839, -0.428, -0.227], [0.627, 0.358, 0.638], [0.551, 0.192, 0.510]],
  "spin_multiplicity": 5,
  "energy_ha": -2169.68237,
  "orbital_gap_ev": [4.5, 4.6],
  "e_lumo_ev": [-10.09, -10.06],
  "total_charge": 2,
  "largest_force_ev_per_a": 17.299
}



(4)
{
  "formula": "C32H43BrN12S2Sr",
  "method": "wB97M-V/def2-TZVPD",
  "symbols": ["Sr", "Br", "C", "C", "C", "C", "C", "C", "C", "C", "C", "C", "H", "H", "H", "H", "H", "H", "N", "C", "C", "C", "C", "N", "H", "H", "H", "H", "H", "H", "H", "H", "H", "H", "H", "H", "N", "C", "N", "C", "N", "N", "C", "N", "C", "C", "C", "C", "C", "N", "H", "H", "H", "H", "H", "H", "H", "H", "C", "N", "C", "C", "S", "N", "C", "C", "H", "H", "H", "H", "H", "H", "H", "H", "H", "H", "H", "H", "C", "C", "C", "C", "N", "C", "S", "N", "H", "H", "H", "H", "H"],
  "coordinates": [[0.0042, -0.2387, -0.4095], [1.8738, -2.5412, -2.2950], [0.5711, -3.9462, -2.3490], [0.8310, -5.0303, -3.2148], [-0.2449, -5.8849, -3.6942], [-1.5182, -5.7765, -3.1727], [-1.7683, -4.7570, -2.2119], [-2.9971, -4.7373, -1.5620], [-3.3066, -3.7676, -0.6119], [-2.3142, -2.8371, -0.3223], [-1.0635, -2.8815, -0.7854], [-0.7685, -3.8096, -1.7591], [1.8564, -5.1537, -3.5629], [0.0216, -6.7738, -4.3222], [-2.2991, -6.5366, -3.3267], [-3.6740, -5.5455, -1.7257], [-4.3105, -3.7516, -0.2087], [-2.5392, -2.1030, 0.4460], [1.3714, 1.0997, -2.0970], [1.9551, 0.8437, -3.4535], [0.9540, 0.7761, -4.5509], [-0.2992, -0.0423, -4.1727], [-1.4831, 0.7045, -3.5534], [-2.0419, -0.0763, -2.4777], [0.7327, 1.9191, -2.1220], [2.1435, 1.3418, -1.4830], [2.5122, -0.1225, -3.3710], [2.7202, 1.6431, -3.6958], [1.4058, 0.2946, -5.4207], [0.5429, 1.7749, -4.8504], [0.0947, -0.8785, -3.5152], [-0.5616, -0.5405, -5.1252], [-2.2617, 1.0168, -4.2956], [-1.2048, 1.6340, -3.0301], [-2.1959, -1.0519, -2.7152], [-2.8694, 0.2879, -1.9830], [0.6536, -3.5460, 1.4086], [1.8728, -2.8909, 1.2939], [2.9637, -3.5796, 1.6722], [4.1580, -2.9684, 1.3567], [5.2558, -3.7301, 1.4263], [4.2800, -1.6210, 1.1907], [3.1244, -0.9958, 1.1623], [1.8594, -1.5356, 1.0125], [3.2580, 0.4976, 1.4007], [4.4977, 1.0368, 1.9511], [4.5789, 2.3714, 2.2825], [3.5012, 3.2054, 1.8885], [2.4533, 2.6883, 1.1744], [2.2971, 1.3322, 1.0364], [0.6881, -4.5657, 1.4083], [-0.1080, -3.1771, 0.7375], [5.1121, -4.6916, 1.6298], [6.1871, -3.3263, 1.3418], [5.3231, 0.3505, 2.1290], [5.4631, 2.7584, 2.8046], [3.5037, 4.2675, 2.1352], [1.6779, 3.2833, 0.7462], [0.0242, 1.6391, 4.2993], [-1.1499, 0.9950, 4.8587], [-1.3304, 0.9815, 6.2960], [-1.9381, 0.2740, 3.9705], [-1.2045, -0.8450, 2.9298], [-3.2789, 0.4590, 3.9706], [-3.7946, 1.8066, 4.2406], [-4.1315, -0.5080, 3.2664], [0.2618, 2.5375, 4.8627], [-0.1997, 1.8485, 3.2747], [0.9477, 1.0273, 4.3538], [-0.3422, 0.8963, 6.8594], [-1.9953, 0.1695, 6.6059], [-1.8198, 1.8771, 6.6545], [-3.5904, 2.5577, 3.4562], [-3.3860, 2.1290, 5.2293], [-4.9035, 1.7351, 4.3963], [-3.6047, -1.4759, 3.4208], [-4.3396, -0.3021, 2.2123], [-5.0720, -0.6090, 3.8144], [0.2520, 4.6458, -3.7645], [-0.3579, 4.6596, -2.3828], [-0.8047, 5.9319, -2.0156], [-1.2979, 5.9222, -0.6862], [-1.3100, 4.8382, 0.1020], [-0.9736, 3.6861, -0.4258], [-1.3549, 2.2932, 0.6014], [-0.4408, 3.5426, -1.6729], [0.4314, 3.5791, -4.0938], [1.2108, 5.0900, -3.6075], [-0.3323, 5.2540, -4.4399], [-0.8791, 6.8942, -2.5546], [-1.7652, 6.7546, -0.2209]],
  "forces_ev_per_a": [[-0.710, -0.386, 0.602], [-0.163, -0.557, 0.538], [-1.530, -1.988, -1.507], [-0.855, 1.294, 0.354], [0.699, -0.857, 0.821], [1.180, 0.034, 0.135], [0.918, 0.008, 0.259], [-0.745, 0.853, 1.269], [-0.042, -1.152, -1.640], [-2.048, 0.466, 1.750], [2.195, 1.963, -0.324], [1.084, -1.287, -1.781], [-0.371, -0.055, -0.209], [-0.242, 1.095, 0.468], [0.413, 0.521, -0.334], [-0.564, -0.342, -0.397], [0.091, 0.083, 0.335], [-0.266, 0.195, 0.148], [0.113, 0.324, -1.092], [1.682, 0.625, 1.056], [-1.803, 0.546, -0.340], [0.943, -1.308, -0.471], [-0.512, 0.988, 0.206], [-0.371, -1.097, 1.341], [0.467, -0.177, 0.086], [-0.087, 0.160, 0.088], [-0.414, 0.742, -0.237], [-0.629, -0.797, 0.200], [0.101, 0.302, 0.001], [0.820, -0.597, 0.064], [-0.920, 0.851, -0.471], [-0.483, 0.092, 0.582], [0.697, -0.385, 0.109], [0.385, -0.035, -0.647], [-0.149, 0.134, -0.011], [0.642, -0.009, -0.694], [0.642, 1.017, -1.245], [-1.322, -0.389, 0.964], [1.558, 0.662, -1.571], [-2.071, 0.073, 1.347], [0.505, 0.827, -0.380], [-0.115, -1.262, 0.049], [-1.659, 0.401, -0.066], [2.387, -0.314, 0.656], [1.513, 1.560, 0.000], [-1.061, -1.150, -0.193], [-0.723, -0.001, -0.391], [0.843, 0.426, 0.379], [0.222, -2.122, 0.663], [-0.225, 0.201, -0.721], [0.379, 0.527, 0.120], [1.073, -0.128, 0.813], [0.111, -0.537, 0.083], [-0.693, -0.254, 0.059], [-0.275, 0.168, 0.067], [-0.485, -0.076, -0.312], [0.115, -0.231, -0.206], [-0.514, 0.327, -0.031], [0.802, -0.736, 0.729], [-0.395, 0.062, -0.378], [0.401, -0.202, 0.473], [0.665, -0.738, -0.385], [0.082, 0.409, 0.179], [0.007, 0.395, -0.265], [-0.897, -0.066, 1.492], [0.439, -0.774, 1.153], [-0.312, 0.342, -0.031], [0.195, 0.423, -0.615], [-0.452, -0.081, -0.082], [-1.141, -0.073, -0.956], [0.291, -0.136, -0.179], [-0.030, 0.606, 0.186], [0.148, -0.537, 0.209], [-0.297, 0.100, -0.969], [0.950, 0.022, -0.292], [-0.524, 0.569, -0.697], [0.371, 0.084, 0.122], [-0.076, 0.365, -0.086], [0.183, -2.207, 0.644], [0.046, 1.023, -1.927], [-1.326, -0.004, 3.040], [0.526, -1.063, -0.825], [-0.531, 1.834, -0.220], [-0.029, -1.944, 0.400], [0.526, 0.162, -0.789], [-0.135, 0.660, 0.394], [-0.400, 1.354, 0.022], [0.863, 0.423, -0.367], [-0.045, -0.135, -0.334], [0.415, -1.127, -0.171], [-0.047, 1.019, 0.181]],
  "energy_ha": -5303.42954,
  "e_above_lowest_ev": 1.7314,
  "orbital_gap_ev": 7.0,
  "e_lumo_ev": -0.07,
  "total_charge": 0,
  "largest_force_ev_per_a": 3.317
}